1.
85
Properties=species:S:1:pos:R:3:mulliken_charge:R:1 method="wB97M-V/def2-TZVPD" multiplicity=1 e_homo_ev=-9.15 gap_ev=9.26 smiles="C[C@H](O)CO[C@]1(C[C@@H](C)O)C(=O)N[C@@H](I)[C@H]1S.O=C1OC[C@@H](F)O1.O=C1OC[C@@H](F)O1.O=C1OC[C@@H](F)O1.O=C1OC[C@@H](F)O1.O=C1OC[C@@H](F)O1" e_lumo_ev=0.1
C 1.71242 -1.88493 2.96912 -1.504
C 1.24386 -1.89758 1.52404 0.192
O 2.33736 -1.63906 0.64234 -0.599
C 0.17781 -0.83738 1.28027 0.335
O -0.81562 -0.94856 2.27183 -0.594
C -2.02676 -0.22079 2.06103 2.925
C -1.91593 1.07636 1.27219 -0.991
C -0.90078 2.14480 1.74404 0.393
C -1.43246 3.56762 1.54277 -1.122
O -0.43254 1.90835 3.06190 -0.520
C -2.64850 -0.15748 3.49074 -0.844
O -2.25275 0.41838 4.46039 -0.591
N -3.76549 -0.98212 3.51690 -0.122
C -4.27316 -1.20940 2.21880 -1.468
I -5.74552 0.45439 1.79169 -0.002
C -3.01865 -1.21433 1.35005 -0.245
S -3.58176 -0.94388 -0.35419 -0.106
H 2.60523 -2.49967 3.06877 0.444
H 1.94421 -0.85713 3.26293 0.287
H 0.93205 -2.23916 3.64000 0.304
H 0.86026 -2.88797 1.26925 0.360
H 2.59536 -0.71450 0.72632 0.369
H 0.67537 0.13985 1.33572 0.060
H -0.23116 -0.95009 0.26740 -0.084
H -1.64927 0.83937 0.24516 -0.073
H -2.92112 1.50042 1.22574 0.622
H -0.02853 2.04894 1.08993 -0.055
H -2.52199 3.60432 1.51774 0.341
H -1.09573 3.95926 0.58300 0.285
H -1.05001 4.22737 2.32279 0.267
H -0.75034 2.61074 3.63428 0.315
H -4.42775 -0.75186 4.24555 0.336
H -4.92962 -2.05995 2.09400 0.766
H -2.64973 -2.23642 1.42441 0.325
H -2.49285 -1.32818 -1.03782 0.011
C -5.14757 -4.82891 -1.24801 -0.483
C -4.35298 -6.10461 -1.43986 0.292
O -3.05876 -5.70750 -1.01483 -0.282
C -3.20338 -4.69341 -0.12491 0.701
O -2.32784 -4.29881 0.57728 -0.513
O -4.45565 -4.20552 -0.15874 -0.212
F -4.30306 -6.49475 -2.72972 -0.288
H -5.08069 -4.19023 -2.12966 0.292
H -6.18899 -4.99387 -0.98938 0.269
H -4.68336 -6.94663 -0.82947 0.277
C 0.69378 1.77851 -3.74393 -0.400
C 0.15071 0.78878 -2.73503 0.402
O -0.58210 1.61839 -1.85757 -0.059
C -1.00467 2.71040 -2.57045 0.418
O -1.83890 3.46210 -2.19850 -0.487
O -0.33421 2.78367 -3.73587 -0.359
F 1.13411 0.16497 -2.03378 -0.264
H 1.62689 2.21240 -3.39715 0.218
H 0.82389 1.37332 -4.74032 0.308
H -0.51619 0.02876 -3.14899 0.241
C 6.56948 1.34584 -3.71058 -0.411
C 6.39870 2.83435 -3.94648 0.300
O 5.22584 2.87598 -4.74188 -0.299
C 4.48314 1.77867 -4.45032 0.628
O 3.34570 1.63126 -4.75720 -0.496
O 5.21507 0.88472 -3.75337 -0.273
F 7.42766 3.37115 -4.63673 -0.278
H 7.13551 0.88986 -4.52373 0.293
H 7.02531 1.09836 -2.75706 0.259
H 6.23497 3.42444 -3.04324 0.281
C 1.46111 4.59881 4.11836 -0.396
C 2.33104 5.62033 4.82291 0.299
O 2.61031 6.54152 3.78861 -0.326
C 1.58463 6.49569 2.89122 0.569
O 1.38943 7.29604 2.04417 -0.494
O 0.81933 5.39795 3.11856 -0.225
F 3.49040 5.08724 5.27430 -0.284
H 2.06763 3.82969 3.63930 0.243
H 0.72604 4.13170 4.76714 0.299
H 1.84333 6.14500 5.64640 0.284
C 1.20956 -3.19459 -2.10642 0.292
C -0.14581 -3.82399 -2.33076 0.446
O 0.12111 -4.77938 -3.33431 -0.377
C 1.43229 -5.14816 -3.21800 0.536
O 1.91293 -6.09407 -3.74052 -0.515
O 2.08751 -4.28051 -2.41278 -0.371
F -1.06409 -2.92575 -2.79723 -0.278
H 1.38537 -2.37623 -2.80763 0.070
H 1.36228 -2.83058 -1.09482 -0.104
H -0.56271 -4.32215 -1.45808 0.241

2.
19
Properties=species:S:1:pos:R:3:mulliken_charge:R:1 method="wB97M-V/def2-TZVPD" multiplicity=1 e_homo_ev=0.34 total_charge=-2 gap_ev=6.36 de_lowest_ev=1.5686 e_lumo_ev=6.7
C -0.17980 0.40900 0.66104 -0.474
C -1.49524 -0.16664 0.43994 -0.674
C -2.58591 0.62148 -0.49885 -0.346
O -3.79171 0.03112 -0.56387 -0.898
N 0.94447 -0.02672 -0.23349 -0.406
C 2.33592 0.49019 0.16698 -0.606
O 2.36526 1.83534 0.29928 -0.915
H 0.24628 0.15965 1.64788 0.339
H -0.21229 1.46802 0.67216 0.355
H -1.34115 -1.13778 -0.05769 0.121
H -2.14747 -0.37767 1.24060 0.347
H -2.60630 1.67898 0.09383 0.065
H -2.18194 0.91900 -1.50111 0.192
H 0.83089 0.54750 -1.08624 0.260
H 2.98654 0.07209 -0.48703 0.388
H 2.50565 -0.10900 1.14504 0.188
H 1.60068 -2.57560 -0.05238 0.261
H 1.10574 -1.44804 -0.90529 0.584
O 1.62037 -2.39094 -0.98081 -0.782

3.
21
Properties=species:S:1:pos:R:3:mulliken_charge:R:1 method="wB97M-V/def2-TZVPD" multiplicity=1 e_homo_ev=-12.82 total_charge=+1 gap_ev=9.58 de_lowest_ev=1.8176 e_lumo_ev=-3.2
C -1.54706 -1.25816 -0.43394 -1.252
C -0.12191 -1.01785 -0.15822 0.184
C 0.21726 0.16346 -1.10978 -0.664
C 1.55904 0.85983 -0.99498 -0.772
S 3.07537 -0.04276 -0.44928 -0.186
N 0.23607 -0.43777 1.23226 -0.334
H -2.14491 -0.41270 0.01709 0.309
H -1.83037 -2.24185 -0.01718 0.379
H -1.81623 -1.18294 -1.53493 0.357
H 0.66085 -1.84852 -0.19507 0.330
H 0.31341 -0.37167 -2.13421 0.379
H -0.61398 0.94200 -1.13162 0.340
H 1.66245 1.90128 -0.48934 0.380
H 1.90302 0.89747 -2.10152 0.312
H 2.95985 -1.02186 -1.30160 0.134
H 0.02217 0.62421 1.36380 0.328
H 1.27013 -0.60791 1.49486 0.396
H -0.33225 -1.00784 1.95083 0.393
H -2.51998 2.05452 1.62806 0.277
H -1.29293 2.16687 2.58756 0.292
O -1.66000 1.84220 1.77721 -0.582

4.
13
Properties=species:S:1:pos:R:3:mulliken_charge:R:1 method="wB97M-V/def2-TZVPD" multiplicity=1 e_homo_ev=-10.04 gap_ev=10.92 de_lowest_ev=5.0864 e_lumo_ev=0.9
C 1.57574 0.75671 0.20143 -0.097
C 0.55032 -0.36546 -0.12492 0.664
C -1.62968 -0.17586 -1.23544 -0.005
C -2.00256 -1.43914 -1.50511 -0.614
H 0.33395 1.21195 2.79018 0.344
H 2.24612 1.02472 -0.54126 0.379
H -2.22324 0.87890 -1.49916 0.251
H -2.96344 -1.63932 -1.86765 0.304
H -1.49947 -2.53725 -1.35963 0.201
N 1.34946 1.40047 1.27332 -0.361
O 0.06144 0.91476 1.95591 -0.386
O 0.78403 -1.49248 0.08949 -0.478
O -0.38336 0.40273 -0.85183 -0.203

5.
89
Properties=species:S:1:pos:R:3:mulliken_charge:R:1 method="wB97M-V/def2-TZVPD" multiplicity=1 e_homo_ev=-10.42 total_charge=+1 gap_ev=6.64 de_lowest_ev=0.0000 e_lumo_ev=-3.8
Bi 0.57199 0.35692 0.71226 0.461
C -3.15639 1.16586 -1.16761 -1.090
O -2.15805 0.33256 -0.60680 -0.152
Si -2.41513 -0.78556 0.60159 0.119
C -3.74997 -1.97862 0.07644 -1.074
C -3.01700 0.16317 2.09427 -1.213
C -0.70757 -1.54743 0.81163 1.044
Si -0.33123 -2.81518 -0.53955 -1.451
C 1.48118 -3.22383 -0.73198 0.009
C -0.94501 -2.21200 -2.23465 1.540
C -1.21829 -4.44201 -0.22071 -1.049
Si -0.47271 -2.27087 2.55108 0.137
C -0.16774 -0.90728 3.81997 -1.121
C 0.97986 -3.45134 2.66418 -1.089
C -1.99033 -3.21726 3.11294 -1.058
H -3.55055 1.86862 -0.42952 0.338
H -3.98557 0.57666 -1.56943 0.350
H -2.70516 1.73544 -1.97951 0.235
H -4.71524 -1.46667 0.06143 0.455
H -3.83628 -2.81052 0.77710 0.369
H -3.57421 -2.38966 -0.91929 0.306
H -3.91790 0.71739 1.81801 0.412
H -2.28327 0.89084 2.44737 0.303
H -3.28448 -0.48264 2.93112 0.380
H 1.98500 -3.38601 0.21901 0.412
H 2.02711 -2.43540 -1.25011 -0.498
H 1.56900 -4.15308 -1.30270 0.204
H -1.28611 -1.17965 -2.20166 0.038
H -1.75087 -2.84183 -2.61418 0.567
H -0.11182 -2.24224 -2.96598 -1.851
H -0.87177 -4.93932 0.68593 0.344
H -1.00997 -5.12009 -1.05307 0.441
H -2.30051 -4.33044 -0.15208 0.371
H 0.49486 -0.09515 3.50410 0.339
H 0.29385 -1.34796 4.70704 0.377
H -1.10280 -0.44430 4.13514 0.319
H 1.93795 -3.00065 2.40069 0.312
H 0.85033 -4.33921 2.04412 0.329
H 1.05138 -3.78826 3.70163 0.513
H -2.86696 -2.57920 3.23420 0.285
H -1.78328 -3.66998 4.08604 0.444
H -2.25304 -4.02274 2.42737 0.298
C 3.20177 -0.28980 2.59211 -1.176
C 2.72468 -0.49140 1.17568 0.558
O 3.41522 -0.93901 0.30780 -0.405
H 4.20149 -0.70328 2.72044 0.333
H 2.50630 -0.74684 3.29870 0.211
H 3.21796 0.78262 2.80470 0.367
C -0.34939 -4.83128 -4.40012 -1.800
C 0.89622 -4.23485 -5.06774 2.931
C 0.86734 -4.57610 -6.58236 -1.766
C 2.11946 -4.91188 -4.43471 -1.794
Si 0.97183 -2.35051 -5.10075 -2.229
Br 1.16931 0.45827 -1.83308 -0.145
C -0.45825 -1.39161 -5.86464 2.656
C -0.64137 -0.00659 -5.21336 -1.320
C -0.06062 -1.20256 -7.35062 -1.627
C -1.80321 -2.12802 -5.81945 -1.943
C 2.66870 -1.53753 -5.04045 2.690
C 3.49796 -1.92593 -3.80479 -1.645
C 3.36748 -2.06878 -6.32026 -1.793
C 2.64289 -0.00508 -5.12401 -1.652
H -0.33077 -5.91166 -4.56600 0.655
H -1.28484 -4.45230 -4.80378 0.268
H -0.34341 -4.66418 -3.32461 0.171
H 0.88395 -5.66506 -6.67534 0.546
H 1.73410 -4.19494 -7.12734 0.341
H -0.03689 -4.22369 -7.07698 0.391
H 2.00370 -5.99236 -4.55291 0.573
H 2.18920 -4.70477 -3.36771 0.159
H 3.06158 -4.63657 -4.90221 0.372
H 0.15274 0.68482 -5.48104 0.331
H -0.70266 -0.04812 -4.12657 -0.119
H -1.58040 0.41461 -5.58097 0.584
H 0.88991 -0.68662 -7.48063 0.336
H -0.82838 -0.58514 -7.82427 0.538
H -0.02017 -2.14669 -7.89659 0.341
H -2.15501 -2.27696 -4.79988 0.210
H -1.77879 -3.09002 -6.32896 0.413
H -2.54171 -1.50951 -6.33546 0.636
H 3.56168 -2.99829 -3.63681 0.306
H 3.11448 -1.45272 -2.90232 0.205
H 4.51580 -1.55746 -3.95866 0.605
H 3.54744 -3.14140 -6.30273 0.341
H 4.34146 -1.57703 -6.38169 0.566
H 2.82608 -1.82201 -7.23726 0.368
H 2.15614 0.44552 -4.26127 0.082
H 2.17349 0.36807 -6.03256 0.344
H 3.67948 0.34144 -5.13163 0.578

6.
63
Properties=species:S:1:pos:R:3:mulliken_charge:R:1 method="wB97M-V/def2-TZVPD" multiplicity=1 e_homo_ev=-14.22 total_charge=+2 gap_ev=1.45 de_lowest_ev=5.1850 e_lumo_ev=-12.8
Tl 1.02807 -4.48222 4.08681 0.996
O 0.80211 -0.85839 1.25025 -0.275
H 0.75482 -0.13393 0.59646 0.352
C 5.48402 -1.36394 -3.01747 -0.636
O 6.43477 -1.75380 -4.06914 -0.280
C 7.75621 -1.79509 -3.87666 0.807
O 8.27463 -1.75358 -2.78809 -0.458
O 8.37033 -1.94966 -5.06369 -0.274
C 9.80959 -1.94631 -5.11564 -0.599
H 5.84767 -0.51715 -2.43540 0.315
H 5.26203 -2.18281 -2.33316 0.284
H 4.53957 -1.01627 -3.43608 0.256
H 10.02100 -1.64943 -6.14290 0.216
H 10.17401 -2.95339 -4.91296 0.286
H 10.16696 -1.23835 -4.36785 0.332
C -3.57900 -1.60162 -3.79028 -0.612
O -4.53659 -2.44554 -4.42726 -0.262
C -5.80830 -2.00343 -4.75829 0.772
O -6.17872 -0.84679 -4.60843 -0.449
O -6.46587 -3.01795 -5.33199 -0.279
C -7.84480 -2.80543 -5.84609 -0.623
H -3.29435 -0.80338 -4.47575 0.283
H -2.69203 -1.98077 -3.28270 0.265
H -4.10626 -1.17977 -2.93463 0.278
H -7.95445 -2.32583 -6.81874 0.296
H -8.36919 -2.19722 -5.10907 0.306
H -8.38362 -3.74728 -5.94945 0.259
C 1.87166 -0.41492 10.51758 -0.596
O 1.96669 0.72525 9.62184 -0.277
C 1.68463 0.52822 8.28879 0.809
O 1.36222 -0.56607 7.75954 -0.598
O 1.95433 1.67038 7.72260 -0.263
C 1.69030 1.89236 6.31142 -0.639
H 0.86574 -0.83463 10.51030 0.284
H 2.21909 -0.08193 11.49559 0.226
H 2.42235 -1.25212 10.08869 0.291
H 2.33167 1.37015 5.60146 0.294
H 1.78636 2.96553 6.14657 0.263
H 0.73301 1.52408 5.94255 0.282
C -4.68746 -1.96452 7.78390 -0.660
O -4.99413 -0.97009 6.77980 -0.269
C -4.26837 -0.84843 5.69359 0.812
O -3.27089 -1.50413 5.36916 -0.556
O -4.92057 0.03368 4.88028 -0.269
C -4.62366 0.19575 3.51099 -0.626
H -5.47001 -1.81483 8.52774 0.268
H -3.78325 -1.65081 8.30553 0.310
H -4.62711 -3.02998 7.56197 0.298
H -5.14193 1.07012 3.11732 0.257
H -4.88657 -0.66970 2.90274 0.290
H -3.56842 0.41698 3.35091 0.277
C 0.69246 5.11253 -8.06398 -0.588
O 0.78646 5.39807 -6.67434 -0.253
C 0.51124 4.42087 -5.75977 0.751
O -0.04228 3.32507 -6.04433 -0.502
O 0.73766 4.90367 -4.49007 -0.224
C 0.70805 4.09715 -3.38558 -0.694
H 1.40026 4.32468 -8.32172 0.301
H 0.92129 6.03136 -8.60388 0.214
H -0.30601 4.70637 -8.22578 0.310
H -0.16356 3.50988 -3.09661 0.317
H 1.21623 4.67373 -2.61265 0.294
H 1.37988 3.25547 -3.55389 0.310